[1]
{
  "formula": "C23H77N29O16",
  "method": "ωB97M-V/def2-TZVPD",
  "symbols": ["O", "H", "H", "H", "C", "C", "C", "C", "C", "C", "N", "O", "C", "C", "C", "H", "H", "H", "H", "H", "H", "H", "H", "H", "H", "H", "H", "H", "H", "H", "H", "H", "H", "C", "O", "N", "N", "H", "H", "H", "H", "C", "O", "N", "N", "H", "H", "H", "H", "C", "O", "N", "N", "H", "H", "H", "H", "C", "O", "N", "N", "H", "H", "H", "H", "C", "O", "N", "N", "H", "H", "H", "H", "C", "O", "N", "N", "H", "H", "H", "H", "C", "O", "N", "N", "H", "H", "H", "H", "C", "O", "N", "N", "H", "H", "H", "H", "C", "O", "N", "N", "H", "H", "H", "H", "C", "O", "N", "N", "H", "H", "H", "H", "C", "O", "N", "N", "H", "H", "H", "H", "C", "O", "N", "N", "H", "H", "H", "H", "C", "O", "N", "N", "H", "H", "H", "H", "C", "O", "N", "N", "H", "H", "H", "H"],
  "xyz": [[-8.7510, -26.0695, -6.4020], [-9.6829, -26.2209, -6.2033], [-8.6347, -25.2975, -7.0315], [-8.0835, -26.0388, -5.6311], [-6.9373, -22.3245, -3.7107], [-7.6694, -23.0781, -4.8253], [-7.5487, -22.1667, -6.0772], [-6.1699, -21.9573, -6.6439], [-5.7416, -23.4476, -6.9327], [-5.8008, -24.4759, -5.8016], [-7.0861, -24.3808, -5.0731], [-7.3976, -25.4032, -4.1409], [-4.5160, -24.3158, -4.9587], [-5.7728, -25.8297, -6.5215], [-9.1839, -23.1575, -4.5686], [-6.8386, -22.7266, -2.7018], [-7.2633, -21.2823, -3.6338], [-5.9066, -22.1659, -4.0439], [-8.1486, -21.2913, -5.8172], [-8.2180, -22.5552, -6.8581], [-5.5554, -21.3637, -5.9659], [-6.1456, -21.5105, -7.6384], [-4.6899, -23.2723, -7.1690], [-6.2950, -23.6807, -7.8413], [-3.6741, -23.9083, -5.5180], [-4.0883, -25.2681, -4.6130], [-4.6246, -23.8039, -4.0050], [-6.0724, -26.7094, -5.9451], [-4.7243, -26.0511, -6.7646], [-6.2519, -25.9414, -7.4973], [-9.7143, -23.3804, -5.4973], [-9.5854, -22.1990, -4.2303], [-9.3827, -23.8503, -3.7491], [-7.9611, -21.6679, -11.1191], [-8.9179, -21.3548, -11.8326], [-6.8876, -22.3659, -11.6353], [-7.9090, -21.4160, -9.7686], [-5.9251, -22.1882, -11.3816], [-7.0997, -22.7960, -12.5169], [-8.7172, -20.9178, -9.3650], [-7.4188, -22.1303, -9.2606], [-0.6748, -25.7031, -6.2376], [-0.4104, -26.8458, -6.5942], [-0.8446, -25.3289, -4.9338], [-0.8200, -24.6914, -7.1654], [-0.8267, -25.9947, -4.1882], [-1.1784, -24.3979, -4.7685], [-0.8013, -24.9693, -8.1263], [-0.7228, -23.7322, -6.8875], [-5.3036, -19.4845, -1.5728], [-6.4398, -19.3791, -2.0131], [-4.8832, -20.5423, -0.8053], [-4.2740, -18.6506, -1.8620], [-5.3557, -21.3912, -1.0779], [-3.9458, -20.6473, -0.4770], [-3.4785, -18.6834, -1.2529], [-4.2346, -17.9131, -2.5426], [-12.3051, -22.1174, -2.2792], [-13.4556, -21.9307, -1.8594], [-11.2454, -21.4570, -1.6862], [-12.0944, -22.8898, -3.3954], [-10.2614, -21.5641, -1.8306], [-11.6957, -21.1405, -0.8353], [-12.8162, -23.4496, -3.7995], [-11.1398, -23.0642, -3.7098], [-3.7208, -22.1069, -10.6686], [-4.3293, -21.0797, -10.9360], [-2.9226, -22.7790, -11.5575], [-3.8874, -22.7166, -9.4535], [-2.7384, -22.3628, -12.4493], [-2.5365, -23.6628, -11.2924], [-4.5178, -22.1632, -8.9001], [-3.5109, -23.6119, -9.2154], [-7.3010, -25.1858, -0.5131], [-7.1039, -24.9330, 0.6671], [-8.1077, -24.4526, -1.3377], [-6.6725, -26.2239, -1.1592], [-7.8555, -24.4610, -2.3223], [-8.7341, -23.7734, -0.9487], [-6.7309, -26.3175, -2.1682], [-6.0753, -26.7556, -0.5542], [-10.6992, -17.3965, -3.3443], [-11.5218, -17.0992, -4.1912], [-9.6665, -16.6077, -2.9460], [-10.6113, -18.6939, -2.8279], [-8.8659, -16.9440, -2.4433], [-9.5685, -15.7416, -3.4528], [-11.4398, -19.0428, -2.3777], [-9.7195, -18.9086, -2.4131], [-10.0637, -18.9065, -7.8307], [-9.9361, -19.8026, -8.6666], [-9.4440, -18.8549, -6.6283], [-10.9912, -17.9004, -7.9868], [-9.6542, -18.2220, -5.8701], [-8.7068, -19.5205, -6.5006], [-11.0255, -17.1947, -7.2755], [-11.6636, -17.9875, -8.7220], [-9.7010, -23.9784, -9.2515], [-8.7721, -24.3954, -8.5391], [-9.8904, -24.4154, -10.5518], [-10.7493, -23.1480, -8.9270], [-10.2904, -23.7314, -11.1739], [-9.1917, -25.0655, -10.8703], [-11.6345, -23.3892, -9.3294], [-10.7316, -22.7083, -8.0211], [-4.9215, -17.7367, -5.6193], [-5.8118, -16.9820, -5.9722], [-5.1096, -18.9095, -4.8948], [-3.6094, -17.6555, -5.9757], [-5.9512, -19.0049, -4.3543], [-4.3214, -19.4802, -4.6469], [-2.9441, -18.3458, -5.6889], [-3.3011, -16.8093, -6.4206], [-8.1681, -29.3787, -5.7149], [-7.4988, -29.9816, -6.5476], [-9.5085, -29.0419, -5.8679], [-7.6341, -28.8535, -4.5291], [-10.0652, -28.7295, -5.0876], [-9.9298, -29.4714, -6.6746], [-8.2236, -28.1800, -4.0816], [-6.6443, -28.8906, -4.3822], [-10.5818, -27.3077, -3.1416], [-11.4337, -28.0956, -3.5440], [-10.4068, -26.0186, -3.6204], [-9.7364, -27.6141, -2.1105], [-10.9020, -25.8775, -4.4905], [-9.4358, -25.7185, -3.6856], [-9.5321, -28.5701, -1.8753], [-9.0940, -26.9681, -1.6791], [-2.5989, -24.5267, -1.3621], [-2.0814, -23.7483, -2.1771], [-3.7998, -25.1251, -1.5590], [-2.0237, -24.7984, -0.1526], [-4.1595, -25.7134, -0.8324], [-4.4054, -24.9600, -2.3424], [-2.2489, -25.6342, 0.3541], [-1.1500, -24.3498, 0.0577], [-2.1857, -20.7094, -3.7419], [-1.9848, -19.5908, -4.2237], [-2.5913, -21.7794, -4.4978], [-2.1631, -21.0155, -2.4122], [-2.8466, -21.8269, -5.4656], [-2.5266, -22.6963, -4.0797], [-2.2412, -20.2485, -1.7828], [-2.3020, -21.9998, -2.1707]],
  "max_force_ev_per_a": 2.7,
  "gap_ev": 7.32
}



[2]
{
  "formula": "C12H18Cl5IN3O4PPdS2",
  "method": "ωB97M-V/def2-TZVPD",
  "symbols": ["Pd", "Cl", "C", "C", "C", "Cl", "C", "Cl", "C", "Cl", "C", "Cl", "C", "N", "C", "P", "O", "N", "C", "C", "N", "C", "C", "H", "H", "H", "H", "H", "H", "H", "H", "H", "H", "H", "H", "H", "H", "H", "H", "H", "H", "O", "S", "O", "O", "S", "I"],
  "xyz": [[-1.1875, 1.1711, -2.2241], [1.7995, 2.3473, -1.1863], [0.8542, 3.3925, -2.2034], [-0.3785, 2.9437, -2.6490], [-1.0840, 3.7988, -3.4929], [-2.5791, 3.2763, -4.1925], [-0.6096, 5.0679, -3.8286], [-1.5205, 6.1215, -4.8731], [0.6164, 5.4998, -3.3329], [1.2174, 7.0813, -3.7293], [1.3582, 4.6516, -2.5225], [2.9071, 5.1744, -1.9199], [-2.0738, -0.7904, 1.6541], [-0.8648, -1.4655, 2.1220], [-1.0250, -2.2673, 3.3063], [0.5589, -1.2736, 1.3218], [0.6066, -0.0416, 0.5239], [0.7845, -2.6821, 0.4429], [-0.3940, -3.1142, -0.3224], [1.9560, -2.6057, -0.4390], [1.7953, -1.3553, 2.4455], [2.4662, -2.5473, 2.8964], [2.4269, -0.1154, 2.8547], [-2.8626, -1.5172, 1.4378], [-1.8737, -0.2332, 0.7446], [-2.4409, -0.0882, 2.4077], [-1.7438, -3.0804, 3.1379], [-1.4033, -1.6586, 4.1372], [-0.0793, -2.7090, 3.6150], [-1.2670, -3.1586, 0.3248], [-0.2055, -4.1152, -0.7192], [-0.6103, -2.4400, -1.1588], [2.8087, -2.1947, 0.1038], [1.7612, -1.9691, -1.3083], [2.2166, -3.6113, -0.7813], [1.9748, -3.4294, 2.4911], [2.4669, -2.6094, 3.9933], [3.5146, -2.5599, 2.5658], [1.8915, 0.7297, 2.4282], [3.4649, -0.0694, 2.5019], [2.4318, -0.0261, 3.9480], [-4.5019, 0.7763, -2.5095], [-3.7130, 0.4351, -1.3501], [-4.5170, -0.1175, -0.2676], [-2.5412, -0.4553, -1.6988], [-2.7041, 2.1069, -0.7246], [0.3021, -0.2734, -3.9709]],
  "max_force_ev_per_a": 0.8,
  "de_lowest_kcal_mol": 0.0,
  "gap_ev": 6.16,
  "total_charge": -2
}



[3]
{
  "formula": "C2H5NO2",
  "method": "ωB97M-V/def2-TZVPD",
  "symbols": ["C", "O", "C", "N", "O", "H", "H", "H", "H", "H"],
  "xyz": [[-1.8827, -0.5977, 0.0790], [-1.2177, 0.6334, -0.0732], [0.1354, 0.6596, -0.0036], [0.8314, -0.3699, -0.1839], [2.1661, -0.1109, 0.0665], [-2.6919, -0.6373, -0.6624], [-1.1427, -1.4693, -0.1547], [-2.2676, -0.5759, 1.1678], [0.4974, 1.6837, 0.2992], [2.6814, -0.9624, 0.2383]],
  "max_force_ev_per_a": 2.3,
  "de_lowest_kcal_mol": 76.9,
  "smiles": "CO/C=N/O",
  "gap_ev": 10.18
}



[4]
{
  "formula": "C16H18NS2",
  "method": "ωB97M-V/def2-TZVPD",
  "symbols": ["C", "C", "C", "C", "C", "N", "C", "C", "C", "C", "C", "C", "C", "S", "C", "C", "S", "C", "C", "H", "H", "H", "H", "H", "H", "H", "H", "H", "H", "H", "H", "H", "H", "H", "H", "H", "H"],
  "xyz": [[-1.3961, 0.9335, 2.8150], [-0.9362, -0.3958, 2.8131], [-0.9870, -1.1380, 1.6247], [-1.5979, -0.6091, 0.4677], [-1.6265, -1.4591, -0.8505], [-3.0503, -1.9900, -1.2324], [-3.1289, -2.6526, -2.6935], [-1.9645, -3.7506, -2.8804], [-0.7845, -3.4594, -3.5708], [0.3293, -4.3292, -3.4828], [0.1994, -5.5982, -2.8818], [-1.0269, -5.9430, -2.2832], [-2.1355, -5.0571, -2.3939], [-4.7326, -3.4604, -2.9620], [-5.3727, -2.4695, -4.3239], [-4.4934, -1.2529, -4.5927], [-2.9076, -1.3243, -3.8265], [-2.0265, 0.7266, 0.4790], [-1.9762, 1.4876, 1.6574], [-1.3552, 1.5421, 3.7361], [-0.4969, -0.8097, 3.7359], [-0.5859, -2.1483, 1.6291], [-1.1564, -0.9349, -1.7312], [-1.1091, -2.4426, -0.7054], [-3.8026, -1.3071, -0.8804], [-3.1520, -2.8170, -0.6364], [-0.7201, -2.5999, -4.2533], [1.2700, -4.0389, -3.9823], [1.1015, -6.1725, -2.6734], [-1.1182, -6.9371, -1.7912], [-3.1156, -5.4827, -2.1326], [-5.5831, -3.0206, -5.2547], [-6.3675, -2.1789, -3.9579], [-4.4661, -1.1495, -5.6987], [-5.0267, -0.3655, -4.1960], [-2.4366, 1.1684, -0.4271], [-2.3414, 2.5259, 1.6549]],
  "max_force_ev_per_a": 2.4,
  "de_lowest_kcal_mol": 19.8,
  "smiles": "c1ccc(C[NH2+]C2(c3ccccc3)SCCS2)cc1",
  "gap_ev": 9.68,
  "total_charge": 1
}



[5]
{
  "formula": "C19H42Br2ClO6P",
  "method": "ωB97M-V/def2-TZVPD",
  "symbols": ["C", "C", "Cl", "C", "P", "C", "C", "Br", "C", "C", "Br", "H", "H", "H", "H", "H", "H", "H", "H", "H", "H", "H", "H", "H", "H", "C", "O", "C", "C", "O", "C", "C", "O", "C", "H", "H", "H", "H", "H", "H", "H", "H", "H", "H", "H", "H", "H", "H", "C", "O", "C", "C", "O", "C", "C", "O", "C", "H", "H", "H", "H", "H", "H", "H", "H", "H", "H", "H", "H", "H", "H"],
  "xyz": [[-0.9275, 2.3655, -2.8083], [-1.8645, 2.2094, -3.9923], [-0.9048, 2.2240, -5.5353], [-2.9121, 3.3090, -4.0992], [-3.9225, 3.5823, -2.5466], [-3.9459, 5.4260, -2.6753], [-5.6732, 3.2127, -3.1340], [-6.9017, 4.0970, -1.9000], [-6.0634, 1.7423, -3.2698], [-5.1139, 0.9261, -4.1326], [-6.2314, 0.8240, -1.5584], [-0.0001, 1.8214, -2.9807], [-1.3925, 1.9601, -1.9078], [-0.6918, 3.4166, -2.6290], [-2.3240, 1.2247, -3.9880], [-3.5433, 3.1490, -4.9746], [-2.3762, 4.2429, -4.2802], [-4.8166, 5.8415, -2.1757], [-3.9433, 5.7579, -3.7149], [-3.0499, 5.8092, -2.1834], [-5.9050, 3.6874, -4.0913], [-7.0629, 1.7014, -3.7002], [-5.5803, -0.0257, -4.3835], [-4.1932, 0.7103, -3.5944], [-4.8786, 1.4488, -5.0623], [4.0711, -1.5577, 1.6796], [3.8133, -1.2309, 0.3328], [2.4343, -1.0737, 0.0662], [2.2028, -0.1675, -1.1199], [2.4103, 1.2095, -0.8627], [3.7414, 1.6828, -0.7572], [4.4525, 1.8232, -2.0833], [4.8444, 0.5641, -2.5930], [4.9588, 0.5445, -3.9958], [3.6835, -2.5508, 1.9337], [5.1508, -1.5495, 1.8185], [3.6133, -0.8324, 2.3604], [1.9209, -0.6606, 0.9434], [1.9848, -2.0526, -0.1568], [1.1407, -0.2394, -1.3684], [2.7801, -0.5058, -1.9837], [4.3309, 1.0750, -0.0673], [3.6469, 2.6878, -0.3395], [5.3392, 2.4559, -1.9337], [3.7887, 2.3321, -2.7936], [4.0290, 0.8706, -4.4764], [5.1686, -0.4821, -4.2896], [5.7757, 1.1864, -4.3468], [-0.9722, -5.5620, 2.9577], [-0.2244, -4.9044, 3.9526], [1.1557, -4.8346, 3.6581], [1.8113, -3.6735, 4.3695], [1.5143, -2.4055, 3.8112], [0.2390, -1.8436, 4.0736], [0.0876, -1.2703, 5.4635], [-0.0673, -2.2941, 6.4262], [0.3518, -1.9132, 7.7147], [-0.7215, -6.6278, 2.8979], [-2.0229, -5.4631, 3.2229], [-0.8086, -5.1098, 1.9725], [1.3104, -4.7270, 2.5767], [1.6535, -5.7601, 3.9815], [2.8898, -3.7901, 4.2363], [1.5919, -3.7045, 5.4390], [-0.5638, -2.5532, 3.8632], [0.1542, -1.0087, 3.3737], [-0.7958, -0.6162, 5.4710], [0.9663, -0.6561, 5.6970], [1.3894, -1.5593, 7.7080], [0.2814, -2.7927, 8.3518], [-0.2830, -1.1227, 8.1324]],
  "max_force_ev_per_a": 0.2,
  "smiles": "C[C@H](Cl)CP(C)[C@H](Br)[C@@H](C)Br.COCCOCCOC.COCCOCCOC",
  "gap_ev": 9.69
}



[6]
{
  "formula": "C19H19IrN6O",
  "method": "ωB97M-V/def2-TZVPD",
  "symbols": ["Ir", "C", "C", "C", "C", "C", "C", "N", "C", "C", "C", "C", "C", "C", "N", "N", "C", "C", "C", "C", "C", "N", "H", "H", "H", "H", "H", "H", "H", "H", "H", "H", "H", "H", "H", "C", "N", "C", "N", "O", "H", "H", "H", "H", "H", "H"],
  "xyz": [[-0.2958, 0.4960, -0.3388], [-0.0061, -4.6883, 1.6775], [0.4392, -3.8030, 2.6904], [0.1895, -2.4686, 2.5751], [-0.4924, -1.9812, 1.4162], [-0.8763, -2.8723, 0.3677], [-0.6699, -4.2107, 0.5252], [-0.7806, -0.6326, 1.2672], [-1.2506, 0.1178, 2.3177], [-1.7863, -0.4143, 3.5169], [-2.2313, 0.4418, 4.4937], [-2.1885, 1.8348, 4.3066], [-1.7235, 2.3929, 3.1104], [-1.2794, 1.5408, 2.1359], [-0.8407, 1.9284, 0.8541], [-0.8373, 3.1291, 0.4987], [-0.4378, 3.2751, -0.8257], [-0.4252, 4.5333, -1.3901], [-0.0716, 4.6521, -2.7307], [0.2478, 3.5091, -3.4479], [0.2250, 2.2723, -2.8190], [-0.1024, 2.1417, -1.5291], [0.1764, -5.7510, 1.7838], [0.9794, -4.1900, 3.5441], [0.5497, -1.7679, 3.3166], [-1.3919, -2.4765, -0.4954], [-1.0166, -4.9125, -0.2212], [-1.8870, -1.4826, 3.6451], [-2.6445, 0.0422, 5.4103], [-2.5524, 2.4888, 5.0888], [-1.7263, 3.4628, 2.9516], [-0.6979, 5.3868, -0.7848], [-0.0555, 5.6238, -3.2064], [0.5143, 3.5631, -4.4944], [0.4665, 1.3638, -3.3521], [3.5741, -0.7888, -3.0485], [2.3849, -0.5939, -2.2136], [1.2037, -1.1602, -2.4509], [1.0401, -1.9222, -3.5287], [0.1941, -0.9962, -1.6743], [4.3839, -0.1974, -2.6331], [3.3889, -0.4441, -4.0655], [3.8830, -1.8345, -3.0563], [2.4958, -0.1341, -1.3246], [1.8028, -2.1706, -4.1373], [0.1289, -2.3029, -3.7250]],
  "max_force_ev_per_a": 1.4,
  "de_lowest_kcal_mol": 15.1,
  "multiplicity": 2,
  "gap_ev": [6.02, 4.52],
  "total_charge": 3
}